Entry one
C5H14 | ωB97M-V/def2-TZVPD

The calculation puts the LUMO energy at 1.1 eV. As for the HOMO-LUMO gap: 12.0 eV. The molecular weight is 74.167 g/mol. As for the HOMO energy: -10.940 eV.

```
19
Properties=species:S:1:pos:R:3:mulliken_charge:R:1
C -1.47 1.09 0.94 -0.900
C -1.68 0.49 -0.40 -0.257
C -2.03 1.47 -1.62 -1.148
H -0.41 1.02 1.27 0.132
H -1.70 2.16 0.97 0.335
H -1.99 0.64 1.80 0.298
H -2.58 -0.11 -0.35 0.243
H -0.89 -0.09 -0.76 0.307
H -1.25 2.22 -1.85 0.327
H -3.05 1.81 -1.60 0.338
H -2.07 0.67 -2.35 0.325
C 2.95 -0.86 0.59 -0.694
C 2.09 -2.12 0.40 -0.718
H 3.51 -0.79 1.55 0.278
H 3.62 -0.61 -0.27 0.272
H 2.33 0.07 0.98 0.122
H 2.21 -2.91 1.14 0.301
H 2.12 -2.60 -0.55 0.298
H 1.01 -1.90 0.59 0.142
```

***

Entry two
C5H14 | ωB97M-V/def2-TZVPD

The calculation puts the LUMO energy at 1.1 eV. As for the HOMO-LUMO gap: 12.3 eV. The molecular weight is 74.167 g/mol. As for the HOMO energy: -11.183 eV.

```
19
Properties=species:S:1:pos:R:3:mulliken_charge:R:1
C -1.03 -1.22 0.28 -0.965
C -2.44 -0.65 0.11 -0.259
C -2.36 0.58 -0.78 -1.132
H -0.50 -0.39 0.76 0.130
H -0.52 -1.54 -0.62 0.371
H -1.00 -1.99 1.06 0.323
H -3.01 -1.34 -0.48 0.291
H -2.84 -0.41 1.09 0.277
H -1.78 0.33 -1.66 0.300
H -3.35 0.81 -1.17 0.325
H -1.97 1.44 -0.23 0.329
C 2.46 0.11 -0.37 -0.726
C 2.81 1.06 0.75 -0.881
H 3.22 -0.55 -0.80 0.350
H 1.85 -0.69 0.06 0.110
H 1.94 0.44 -1.26 0.310
H 3.80 1.02 1.19 0.315
H 2.60 2.07 0.47 0.267
H 2.13 0.92 1.60 0.266
```

***

Tell me which of them is the least stable. Sure, it is entry one.

***

Entry one
C5H14 | ωB97M-V/def2-TZVPD

The calculation puts the LUMO energy at 1.1 eV. As for the HOMO-LUMO gap: 12.0 eV. The molecular weight is 74.167 g/mol. As for the HOMO energy: -10.907 eV.

```
19
Properties=species:S:1:pos:R:3:mulliken_charge:R:1
C 1.14 1.92 1.09 -1.089
C -0.23 1.26 1.36 0.243
C -0.23 -0.08 2.21 -1.171
H 1.22 2.40 0.09 0.317
H 1.35 2.65 1.88 0.300
H 1.86 1.08 1.03 0.265
H -0.46 0.87 0.37 -0.208
H -1.01 2.04 1.57 0.329
H 0.62 -0.65 2.09 0.340
H -1.02 -0.61 1.86 0.394
H -0.26 0.20 3.32 0.290
C -0.86 -0.95 -2.08 -0.693
C 0.17 -1.99 -2.38 -0.854
H -1.76 -0.96 -2.75 0.314
H -1.31 -0.91 -1.16 0.208
H -0.39 0.07 -2.23 0.197
H 1.16 -1.92 -2.11 0.382
H 0.01 -2.29 -3.48 0.226
H -0.01 -2.91 -1.69 0.210
```

***

Entry two
C5H14 | ωB97M-V/def2-TZVPD

The calculation puts the LUMO energy at 1.2 eV. As for the HOMO-LUMO gap: 12.3 eV. The molecular weight is 74.167 g/mol. As for the HOMO energy: -11.152 eV.

```
19
Properties=species:S:1:pos:R:3:mulliken_charge:R:1
C 0.39 1.25 0.96 -0.895
C 0.37 2.25 -0.22 -0.203
C 1.10 1.62 -1.42 -1.045
H 1.32 1.33 1.54 0.358
H -0.38 1.43 1.71 0.362
H 0.34 0.24 0.58 -0.074
H 0.92 3.13 0.12 0.263
H -0.66 2.54 -0.45 0.322
H 1.81 0.94 -0.95 0.302
H 1.79 2.18 -2.04 0.353
H 0.36 1.17 -2.08 0.215
C -1.15 -2.52 0.96 -0.854
C -0.69 -2.02 -0.39 -0.778
H -1.43 -1.72 1.64 0.258
H -2.04 -3.15 0.82 0.294
H -0.50 -3.22 1.50 0.287
H 0.34 -1.65 -0.30 0.191
H -1.23 -1.12 -0.70 0.257
H -0.68 -2.67 -1.27 0.386
```

***

Tell me which of them is the least stable. Sure, it is entry one.

***

Entry one
C5H14 | ωB97M-V/def2-TZVPD

The calculation puts the LUMO energy at 1.2 eV. As for the HOMO-LUMO gap: 12.4 eV. The molecular weight is 74.167 g/mol. As for the HOMO energy: -11.191 eV.

```
19
Properties=species:S:1:pos:R:3:mulliken_charge:R:1
C 1.82 -0.40 0.15 -0.817
C 1.53 -0.59 -1.32 -0.163
C 0.96 0.69 -2.01 -1.049
H 2.07 0.61 0.48 0.327
H 1.02 -0.76 0.81 -0.034
H 2.60 -1.11 0.49 0.337
H 2.42 -0.90 -1.88 0.307
H 0.80 -1.36 -1.49 0.262
H 1.70 1.16 -2.65 0.310
H 0.06 0.43 -2.57 0.284
H 0.62 1.44 -1.30 0.252
C -1.84 -0.65 1.50 -0.732
C -2.05 0.87 1.32 -0.663
H -2.31 -0.98 2.43 0.314
H -2.33 -1.19 0.70 0.250
H -0.80 -0.96 1.44 0.122
H -3.10 1.04 1.09 0.297
H -1.76 1.35 2.25 0.263
H -1.40 1.30 0.56 0.133
```

***

Entry two
C5H14 | ωB97M-V/def2-TZVPD

The calculation puts the LUMO energy at 1.2 eV. As for the HOMO-LUMO gap: 12.4 eV. The molecular weight is 74.167 g/mol. As for the HOMO energy: -11.233 eV.

```
19
Properties=species:S:1:pos:R:3:mulliken_charge:R:1
C 2.41 0.37 -1.11 -1.240
C 1.18 0.25 -0.25 0.315
C 1.07 1.34 0.83 -1.196
H 3.32 -0.04 -0.68 0.280
H 2.53 1.45 -1.26 0.301
H 2.29 0.00 -2.13 0.350
H 0.27 0.06 -0.83 -0.066
H 1.25 -0.64 0.38 0.241
H 0.07 1.71 1.01 0.342
H 1.47 1.02 1.78 0.258
H 1.61 2.27 0.57 0.379
C -2.10 -0.55 0.83 -0.672
C -2.26 -1.45 -0.41 -0.788
H -1.34 -0.90 1.54 0.263
H -1.65 0.40 0.53 0.076
H -3.08 -0.38 1.31 0.365
H -3.22 -1.18 -0.86 0.260
H -2.33 -2.49 -0.10 0.232
H -1.48 -1.23 -1.15 0.301
```

***

Entry three
C5H14 | ωB97M-V/def2-TZVPD

The calculation puts the LUMO energy at 1.1 eV. As for the HOMO-LUMO gap: 12.3 eV. The molecular weight is 74.167 g/mol. As for the HOMO energy: -11.224 eV.

```
19
Properties=species:S:1:pos:R:3:mulliken_charge:R:1
C 1.51 -2.20 -1.29 -1.192
C 0.85 -1.68 -0.02 0.018
C -0.68 -2.13 -0.10 -0.881
H 1.13 -1.56 -2.10 0.319
H 2.61 -2.23 -1.26 0.322
H 1.21 -3.22 -1.54 0.321
H 1.27 -2.01 0.94 0.313
H 0.71 -0.60 -0.01 0.020
H -1.07 -2.71 0.73 0.290
H -1.31 -1.24 -0.07 0.201
H -0.71 -2.71 -1.02 0.265
C -1.21 2.60 1.29 -0.561
C -0.37 3.22 0.15 -0.854
H -0.68 2.70 2.24 0.256
H -2.18 3.08 1.16 0.262
H -1.39 1.55 1.07 0.070
H -0.63 4.22 -0.25 0.330
H -0.18 2.49 -0.63 0.248
H 0.56 3.65 0.56 0.251
```

***

Tell me which of them is the least stable. Sure, it is entry three.

***

Entry one
C5H14 | ωB97M-V/def2-TZVPD

The calculation puts the LUMO energy at 1.2 eV. As for the HOMO-LUMO gap: 12.5 eV. The molecular weight is 74.167 g/mol. As for the HOMO energy: -11.367 eV.

```
19
Properties=species:S:1:pos:R:3:mulliken_charge:R:1
C 0.80 0.99 0.14 -0.771
C 0.28 2.13 -0.79 -0.246
C -0.46 1.49 -1.92 -1.078
H 1.36 0.39 -0.58 0.285
H -0.06 0.40 0.44 -0.101
H 1.39 1.23 1.02 0.391
H -0.34 2.85 -0.26 0.314
H 1.15 2.70 -1.14 0.268
H -1.11 0.66 -1.63 0.249
H -1.15 2.19 -2.41 0.336
H 0.16 1.14 -2.75 0.307
C -0.36 -1.81 1.99 -0.840
C -0.17 -2.24 0.51 -0.608
H 0.65 -1.64 2.39 0.243
H -0.84 -0.83 2.08 0.308
H -0.89 -2.57 2.55 0.319
H -0.58 -1.50 -0.17 0.043
H -0.70 -3.19 0.31 0.326
H 0.87 -2.39 0.22 0.255
```

***

Entry two
C5H14 | ωB97M-V/def2-TZVPD

The calculation puts the LUMO energy at 1.1 eV. As for the HOMO-LUMO gap: 12.4 eV. The molecular weight is 74.167 g/mol. As for the HOMO energy: -11.257 eV.

```
19
Properties=species:S:1:pos:R:3:mulliken_charge:R:1
C 1.42 -0.56 0.95 -1.123
C 0.96 0.85 1.29 0.066
C 1.78 1.98 0.71 -1.167
H 1.64 -0.59 -0.12 0.267
H 2.35 -0.88 1.44 0.358
H 0.66 -1.29 1.17 0.325
H -0.07 0.92 0.94 0.036
H 0.87 0.93 2.37 0.288
H 1.52 2.16 -0.34 0.299
H 1.55 2.91 1.22 0.333
H 2.84 1.75 0.67 0.312
C -1.71 -1.52 -1.82 -0.842
C -2.20 -0.56 -0.75 -0.745
H -1.73 -2.57 -1.51 0.263
H -2.30 -1.46 -2.71 0.319
H -0.68 -1.29 -2.08 0.243
H -1.74 0.42 -0.94 0.194
H -1.87 -0.70 0.27 0.208
H -3.28 -0.51 -0.75 0.366
```

***

Tell me which of them is the least stable. Sure, it is entry one.